No. 1
Formula: CH6NPS
Source: the Open Molecules 2025 dataset
Level of theory: ωB97M-V/def2-TZVPD

Computed properties:
**SMILES**: N#[PH]S.C
**Relative energy (zero: lowest compared OMol25 entry of this formula, charge and spin)**: 77.84 kcal/mol
**Strongest force on any atom**: 0.08967 hartree/bohr
**Energy**: -22745.4039 eV
**E_LUMO**: -0.4 eV

The geometry in ORCA input format:
```
! wB97M-V def2-TZVPD RIJCOSX def2/J DEFGRID3
* xyz 0 1
C -1.412 -0.439 2.136
N 2.371 -0.149 1.169
P 2.188 -0.036 -0.295
S 3.424 -1.124 -1.627
H -0.901 -1.383 1.608
H -0.884 0.344 1.635
H -1.315 -0.578 3.193
H -2.411 -0.323 1.979
H 1.370 0.438 -1.337
H 4.147 -1.689 -0.657
*
```

=====

No. 2
Formula: F18OP3V
Source: the Open Molecules 2025 dataset
Level of theory: ωB97M-V/def2-TZVPD

Computed properties:
**⟨S²⟩**: 2.027
**Strongest force on any atom**: 0.11022 hartree/bohr
**Energy**: -104537.1090 eV
**E_LUMO (alpha / beta)**: 5.3 / 5.3 eV

The geometry in ORCA input format:
```
! wB97M-V def2-TZVPD RIJCOSX def2/J DEFGRID3
* xyz -2 3
O 11.551 -8.704 9.925
V 12.780 -8.462 10.850
P 13.302 -5.890 9.355
F 14.332 -5.436 10.467
F 12.271 -6.227 10.593
F 12.502 -4.422 9.262
F 12.134 -6.469 8.437
F 14.264 -5.231 8.143
F 13.905 -7.384 9.319
P 11.835 -8.459 13.596
F 11.460 -7.208 14.577
F 12.926 -8.915 14.825
F 10.658 -9.306 14.327
F 12.266 -9.713 12.671
F 10.886 -7.846 12.512
F 12.888 -7.569 12.840
P 16.162 -8.363 12.216
F 15.987 -6.819 11.841
F 17.501 -8.011 13.143
F 15.354 -8.047 13.602
F 16.419 -9.930 12.679
F 14.688 -8.807 11.489
F 17.002 -8.592 10.811
*
```

=====

No. 3
Formula: C20H30LiO10
Source: the Open Molecules 2025 dataset
Level of theory: ωB97M-V/def2-TZVPD

Computed properties:
**Relative energy (zero: lowest compared OMol25 entry of this formula, charge and spin)**: 144.59 kcal/mol
**Strongest force on any atom**: 0.08697 hartree/bohr
**Energy**: -41899.4153 eV
**E_LUMO**: -4.4 eV

The geometry in ORCA input format:
```
! wB97M-V def2-TZVPD RIJCOSX def2/J DEFGRID3
* xyz 1 1
Li -0.365 0.321 -0.706
O -2.606 -4.783 -1.140
C -3.190 -5.847 -0.889
O -3.939 -5.976 0.178
C -4.346 -7.333 0.473
C -4.239 -7.962 -0.854
C -3.151 -7.160 -1.589
H -5.327 -7.495 0.921
H -3.589 -7.703 1.164
H -5.167 -7.915 -1.425
H -3.987 -9.019 -0.773
H -3.410 -7.021 -2.639
H -2.111 -7.484 -1.548
O -3.241 3.264 2.832
C -3.798 3.744 3.830
O -4.477 3.018 4.727
C -4.709 3.702 5.918
C -3.721 4.934 5.852
C -3.590 5.120 4.333
H -4.440 3.023 6.727
H -5.694 4.066 6.211
H -2.737 4.720 6.270
H -4.126 5.860 6.261
H -2.609 5.452 3.991
H -4.307 5.826 3.914
O -0.609 3.238 -5.508
C -0.430 3.929 -6.499
O 0.108 5.153 -6.417
C 0.505 5.531 -7.733
C 0.369 4.350 -8.696
C -0.663 3.568 -7.925
H 1.511 5.949 -7.710
H -0.175 6.331 -8.025
H 1.325 3.828 -8.691
H 0.051 4.619 -9.704
H -0.663 2.525 -8.240
H -1.615 3.932 -8.311
O 0.878 -1.874 4.610
C 0.732 -2.304 5.730
O 0.556 -3.590 5.959
C 0.461 -3.809 7.321
C 1.101 -2.603 8.021
C 0.887 -1.490 6.966
H 0.997 -4.672 7.714
H -0.564 -3.922 7.674
H 2.156 -2.727 8.266
H 0.531 -2.330 8.909
H 1.690 -0.754 6.987
H 0.000 -0.952 7.299
O 4.733 0.006 -2.851
C 5.826 0.272 -3.264
O 6.888 -0.437 -3.146
C 8.083 0.188 -3.586
C 7.620 1.564 -3.663
C 6.135 1.448 -4.069
H 8.398 -0.105 -4.588
H 8.846 0.024 -2.825
H 8.203 2.094 -4.416
H 7.705 2.133 -2.737
H 5.871 1.309 -5.117
H 5.430 2.226 -3.775
*
```